{"formula": "C5H8O", "method": "ωB97M-V/def2-TZVPD", "de_lowest_kcal_mol": 110.7, "fmax_ha_per_bohr": 0.0107, "total_charge": 0, "lumo_ev": 1.1, "homo_ev": -8.5, "elements": ["O", "C", "C", "C", "C", "C", "H", "H", "H", "H", "H", "H", "H", "H"], "xyz": [[-1.723, 1.685, 0.779], [-0.782, 1.276, 1.585], [0.352, 0.494, 0.985], [0.209, 0.160, -0.483], [1.054, -0.929, -1.085], [-0.424, -1.135, -0.906], [-1.783, 1.969, 1.902], [1.257, 1.091, 1.182], [0.482, -0.412, 1.596], [0.002, 1.017, -1.120], [1.440, -0.788, -2.091], [1.728, -1.474, -0.427], [-1.058, -1.133, -1.788], [-0.752, -1.820, -0.127]], "nbo_charge": [-0.648, 0.186, -0.533, -0.243, -0.415, -0.414, 0.500, 0.246, 0.239, 0.226, 0.217, 0.210, 0.219, 0.210]}